# 1
{
  "formula": "C22H24FN5O7RhS",
  "method": "ωB97M-V/def2-TZVPD",
  "total_charge": 1,
  "homo_energy_ev": [-8.23, -8.10],
  "e_tot_ev": -61536.9382,
  "multiplicity": 1,
  "gap_ev": [4.127, 3.966],
  "symbols": ["Rh", "O", "C", "O", "C", "O", "O", "F", "C", "C", "C", "C", "O", "C", "C", "N", "C", "C", "C", "C", "C", "C", "N", "C", "C", "N", "C", "C", "C", "O", "O", "H", "H", "H", "H", "H", "H", "H", "H", "H", "H", "H", "H", "H", "H", "H", "H", "H", "H", "S", "C", "N", "C", "C", "N", "H", "H", "H", "H", "H", "H"],
  "coordinates": [[-3.51989, -2.32287, 0.41795], [-0.24349, -1.11627, 2.37115], [-1.04549, -1.99157, 2.18745], [-1.16679, -2.65737, 1.02185], [-2.18609, -2.44187, 3.18905], [-1.93249, -2.53427, 4.36205], [-3.28169, -2.64137, 2.58545], [-0.59299, 4.08953, -0.71735], [-0.02739, 2.85653, -0.67685], [-0.83979, 1.77273, -0.55335], [-0.29689, 0.48273, -0.43355], [-1.16819, -0.61257, -0.21315], [-2.40089, -0.47447, -0.04845], [-0.56319, -1.98497, -0.12575], [0.89151, -1.99507, -0.07035], [1.65621, -0.91137, -0.21225], [3.08421, -1.08137, -0.11555], [3.81651, -0.48777, 1.05605], [3.65431, -1.96987, 0.94915], [1.12211, 0.32813, -0.42445], [1.92201, 1.46543, -0.59985], [1.38161, 2.73083, -0.71625], [2.25221, 3.83313, -0.86455], [1.74341, 5.06783, -1.41945], [2.91211, 5.85843, -2.00115], [3.89891, 6.12233, -0.91945], [4.38101, 4.84923, -0.32145], [3.17901, 4.07913, 0.21855], [-1.19739, -2.81427, -1.45205], [-0.45119, -2.89177, -2.38815], [-2.36409, -3.19247, -1.27195], [-1.90959, 1.88853, -0.51255], [1.39021, -2.93617, 0.09435], [3.56791, -1.07617, -1.08765], [3.22501, 0.01823, 1.80355], [4.79441, -0.06017, 0.89155], [2.97551, -2.44227, 1.64065], [4.51181, -2.57157, 0.69225], [2.99431, 1.35893, -0.62405], [1.21421, 5.68853, -0.67765], [1.05001, 4.84073, -2.22825], [2.56421, 6.80623, -2.41285], [3.40411, 5.28133, -2.78515], [3.43451, 6.67303, -0.18425], [4.68721, 6.67083, -1.27675], [5.09321, 5.06443, 0.47605], [4.87541, 4.26523, -1.09975], [2.70931, 4.64993, 1.03935], [3.51731, 3.12793, 0.62685], [-5.71589, -1.71037, -0.00255], [-5.47599, -3.41127, 0.13885], [-5.54159, -4.26617, -0.89915], [-5.55079, -5.65287, -0.46965], [-5.59149, -5.53607, 1.06875], [-5.63009, -4.10177, 1.28785], [-5.39709, -3.99097, -1.85605], [-4.65909, -6.17677, -0.82235], [-6.43589, -6.15807, -0.86715], [-4.71159, -5.98067, 1.54065], [-6.48689, -5.99737, 1.49335], [-5.51969, -3.67977, 2.19865]]
}

***

# 2
{
  "formula": "C22H24N2O2",
  "method": "ωB97M-V/def2-TZVPD",
  "total_charge": 0,
  "homo_energy_ev": -8.62,
  "e_tot_ev": -30279.6359,
  "multiplicity": 1,
  "gap_ev": 9.246,
  "smiles": "C=CCNC(=O)C1CCN(C(=O)c2ccc(-c3ccccc3)cc2)CC1",
  "e_above_lowest_ev": 1.027,
  "symbols": ["C", "C", "C", "N", "C", "O", "C", "C", "C", "N", "C", "O", "C", "C", "C", "C", "C", "C", "C", "C", "C", "C", "C", "C", "C", "C", "H", "H", "H", "H", "H", "H", "H", "H", "H", "H", "H", "H", "H", "H", "H", "H", "H", "H", "H", "H", "H", "H", "H", "H"],
  "coordinates": [[-6.99985, -2.06014, 1.27901], [-7.21941, -1.91426, -0.01375], [-6.34581, -1.15366, -0.96646], [-5.31590, -0.37695, -0.31976], [-3.99836, -0.61240, -0.50672], [-3.58201, -1.46728, -1.25814], [-3.08718, 0.33495, 0.27093], [-1.70337, -0.29063, 0.44944], [-0.74277, 0.70665, 1.09677], [-0.68840, 1.92611, 0.32901], [0.40329, 2.43137, -0.29151], [0.37951, 3.49296, -0.88806], [1.65535, 1.61550, -0.20372], [2.74122, 2.08905, 0.52202], [3.92471, 1.37679, 0.55028], [4.05373, 0.18209, -0.15456], [5.31319, -0.57653, -0.12431], [5.30248, -1.96435, -0.00571], [6.48672, -2.67688, 0.02509], [7.69990, -2.01575, -0.06865], [7.72188, -0.63643, -0.19042], [6.53898, 0.07861, -0.21479], [2.96636, -0.27743, -0.89472], [1.78122, 0.43127, -0.92233], [-1.96849, 2.58203, 0.18642], [-2.95558, 1.64823, -0.51294], [-7.66670, -2.62556, 1.90596], [-6.13741, -1.63473, 1.76514], [-8.08479, -2.36613, -0.47907], [-5.82933, -1.85582, -1.63053], [-6.97080, -0.49785, -1.58650], [-5.61605, 0.32772, 0.33444], [-3.52692, 0.54359, 1.25327], [-1.33050, -0.59002, -0.53064], [-1.77523, -1.18718, 1.06670], [-1.09934, 0.95102, 2.10719], [0.25621, 0.27803, 1.18032], [2.65034, 3.01778, 1.06576], [4.75531, 1.74170, 1.13657], [4.35923, -2.48392, 0.08289], [6.46373, -3.75255, 0.12374], [8.62458, -2.57335, -0.04745], [8.66544, -0.11608, -0.26879], [6.56093, 1.15280, -0.32750], [3.05922, -1.18680, -1.47013], [0.95158, 0.07123, -1.51340], [-2.34727, 2.85545, 1.17921], [-1.80916, 3.48998, -0.39832], [-2.58923, 1.42679, -1.51708], [-3.92523, 2.14096, -0.60418]]
}

***

# 3
{
  "formula": "C22H24N2O4",
  "method": "ωB97M-V/def2-TZVPD",
  "total_charge": 0,
  "homo_energy_ev": -8.32,
  "e_tot_ev": -34374.6293,
  "multiplicity": 1,
  "gap_ev": 8.958,
  "smiles": "CC(=O)Nc1ccc(C(=O)N2CCc3cc4c(cc3[C@H]2C)OCCCO4)cc1",
  "e_above_lowest_ev": 1.435,
  "symbols": ["C", "C", "O", "N", "C", "C", "C", "C", "C", "O", "N", "C", "C", "C", "C", "C", "C", "C", "C", "C", "C", "O", "C", "C", "C", "O", "C", "C", "H", "H", "H", "H", "H", "H", "H", "H", "H", "H", "H", "H", "H", "H", "H", "H", "H", "H", "H", "H", "H", "H", "H", "H"],
  "coordinates": [[8.61783, 1.59235, 0.10519], [7.38290, 0.84741, -0.36169], [7.28751, 0.34096, -1.45451], [6.40551, 0.82522, 0.59355], [5.13944, 0.23518, 0.54805], [4.29532, 0.42182, 1.64195], [3.03492, -0.14014, 1.65772], [2.58508, -0.88535, 0.57474], [1.24732, -1.55287, 0.64518], [1.02128, -2.40851, 1.48359], [0.33294, -1.17937, -0.28014], [0.44967, -0.02975, -1.14321], [-0.46151, 1.08235, -0.62386], [-1.85906, 0.56219, -0.43843], [-2.93629, 1.43007, -0.42690], [-4.24968, 1.00566, -0.24759], [-4.48281, -0.36188, -0.04871], [-3.39125, -1.22543, -0.04663], [-2.09067, -0.79746, -0.24951], [-0.97535, -1.81333, -0.26974], [-1.11242, -2.75969, -1.47007], [-5.69927, -0.99273, 0.06451], [-6.71735, -0.41917, 0.84947], [-7.27925, 0.88317, 0.28699], [-6.30024, 2.03634, 0.48558], [-5.18799, 2.00294, -0.37679], [3.43445, -1.08349, -0.50873], [4.70062, -0.53088, -0.52867], [9.36125, 1.57881, -0.68620], [8.36818, 2.62451, 0.34317], [9.03121, 1.11629, 0.99212], [6.60902, 1.30465, 1.46014], [4.63457, 1.00547, 2.48689], [2.39037, -0.00486, 2.51320], [1.48459, 0.31008, -1.17606], [0.14143, -0.31412, -2.15419], [-0.45912, 1.92684, -1.31465], [-0.07810, 1.43564, 0.33881], [-2.78084, 2.48691, -0.58407], [-3.60182, -2.27224, 0.10954], [-1.01149, -2.41259, 0.64845], [-1.10578, -2.20380, -2.40495], [-2.04620, -3.30956, -1.40749], [-0.28771, -3.46832, -1.47198], [-7.49630, -1.18598, 0.87389], [-6.35592, -0.25167, 1.87614], [-8.21258, 1.11791, 0.79951], [-7.48260, 0.75975, -0.77841], [-5.96589, 2.05883, 1.53470], [-6.78643, 2.98772, 0.25314], [3.10564, -1.68694, -1.34233], [5.35291, -0.68891, -1.37071]]
}